The following is a DFT calculation (ωB97M-V/def2-TZVPD) of C33H37ClGaN4 as an isolated structure.

```
76
Properties=species:S:1:pos:R:3
Ga 0.22243 -0.39025 0.69403
N -0.12223 3.41081 1.74452
N 2.37089 0.83240 0.48660
C -0.71204 -1.11457 -1.66140
C -0.60130 0.19411 -2.17934
C -1.43550 1.06431 -1.40279
C -1.59877 2.52947 -1.56481
H -1.02095 2.89588 -2.42071
H -1.27300 3.07123 -0.66137
H -2.65633 2.77736 -1.73466
C -2.09416 0.30606 -0.41607
C -3.21888 0.76100 0.43383
H -4.15208 0.80287 -0.15348
H -3.03685 1.76756 0.83860
H -3.39098 0.07926 1.27460
C -1.56813 -1.05635 -0.47384
C -2.30511 -2.24110 0.06609
H -2.67130 -2.05373 1.08119
H -1.66562 -3.13112 0.08606
H -3.17751 -2.46892 -0.56914
C 0.17172 0.58312 -3.38264
H -0.46477 0.56190 -4.28099
H 1.00914 -0.10610 -3.55609
H 0.57698 1.59926 -3.28522
C -0.17545 -2.36178 -2.25910
H -0.13647 -3.17316 -1.52083
H 0.84480 -2.21724 -2.64068
H -0.80518 -2.70303 -3.09893
C -0.41977 4.12924 2.82090
H -1.19474 4.88429 2.68428
C 0.19966 3.92837 4.06325
H -0.15188 4.51186 4.91055
C 1.24135 3.00433 4.16817
H 1.75833 2.84557 5.11544
C 1.61429 2.29111 3.02977
H 2.43276 1.57310 3.02602
C 0.84366 2.47937 1.85875
C 0.85754 1.60582 0.68466
H 0.66885 2.12302 -0.26661
C 2.14522 -0.47053 0.28472
C 3.61775 1.19934 0.04934
H 3.94563 2.22136 0.12864
C 4.21900 0.07921 -0.39508
H 5.20630 -0.06938 -0.77796
N 3.28177 -0.95259 -0.31228
C 3.37966 -2.22558 -0.91212
C 3.81357 -2.33173 -2.24325
C 3.82234 -3.60250 -2.82895
H 4.18071 -3.70442 -3.85566
C 3.36878 -4.72849 -2.14014
C 3.42348 -6.08688 -2.77106
H 2.55985 -6.69032 -2.47052
H 4.32697 -6.63244 -2.46485
H 3.43787 -6.00636 -3.86246
C 2.89235 -4.57882 -0.83532
H 2.51402 -5.44713 -0.29165
C 2.91952 -3.33890 -0.19489
C 2.47364 -3.22414 1.22435
H 3.12052 -2.57931 1.83101
H 2.46880 -4.22732 1.67093
H 1.44523 -2.84051 1.30154
C 4.19662 -1.14263 -3.06195
H 5.12790 -0.67520 -2.71917
H 3.41119 -0.37299 -3.10418
H 4.36759 -1.48096 -4.09158
Cl -0.73813 -3.57956 5.23630
C -0.90995 -2.04558 4.49450
C -1.44224 -0.96865 5.20611
C -1.57476 0.25511 4.55143
C -1.15846 0.37349 3.22986
N -0.57408 -0.65696 2.58286
C -0.50749 -1.88591 3.16665
H -1.74437 -1.10468 6.23744
H -1.98419 1.13392 5.04419
H -1.25394 1.31722 2.67912
H -0.13770 -2.71734 2.57231
```

Results
lowest unoccupied orbital energy (spin up / spin down)	2.80 / 2.81	eV
F_max	4.31	eV/Å
multiplicity	1
net charge	-1

Löwdin population analysis, charges in e, atoms 1 to 8: 0.682, 0.089, -0.085, -0.271, -0.244, -0.265, -0.059, 0.067

The following is a DFT calculation (ωB97M-V/def2-TZVPD) of a 2-piece molecular cluster, C3H6N2O2 overall.

```
13
Properties=species:S:1:pos:R:3
O -1.97251 -0.56428 1.29871
N -1.72342 -1.21677 0.08485
N -2.13875 -0.51777 -0.87914
O -1.98532 -1.00868 -2.11682
H -1.96553 -1.37741 1.80134
H -1.79109 -1.90229 -2.05640
C 1.43586 -0.73585 0.23361
C 1.60028 0.44152 0.35160
C 1.74864 1.91160 0.18885
H 1.31905 -1.79554 0.49347
H 1.00245 2.38191 0.86692
H 2.74194 2.26274 0.56381
H 1.72842 2.12082 -0.83081
```

Results
lowest unoccupied orbital energy	1.01	eV
energy relative to the best compared isomer or geometry (same formula, charge and spin)	170.6	kcal/mol
F_max	3.46	eV/Å
multiplicity	1

Löwdin population analysis, charges in e, atoms 1 to 8: -0.041, -0.054, -0.049, 0.015, 0.079, 0.051, 0.046, -0.203

The following is a DFT calculation (ωB97M-V/def2-TZVPD) of a single C22H26FN3O2 molecule.

```
54
Properties=species:S:1:pos:R:3
O 0.02823 2.08585 -2.12237
C -0.54311 1.03248 -1.91210
N 0.10725 -0.13633 -1.78768
C 1.55204 -0.21958 -1.83118
C 2.09034 -1.22983 -0.81761
C 2.14046 -2.66331 -1.36678
C 0.76836 -3.22174 -1.59981
C 0.02346 -3.74337 -0.54660
C -1.24738 -4.22976 -0.80384
N -1.80640 -4.21671 -2.00401
C -1.09962 -3.72415 -3.00728
C 0.18396 -3.22232 -2.86319
C -2.06386 1.00525 -1.72123
C -2.73258 -0.36579 -1.81397
C -2.76679 -1.06501 -0.44444
C -1.71428 -0.57564 0.53484
O -1.01288 -1.32589 1.19045
N -1.68027 0.76866 0.66504
C -0.86598 1.38976 1.68540
C 0.52257 1.82156 1.18636
C 1.26262 2.51301 2.29181
C 1.97204 1.77651 3.23360
C 2.62446 2.40361 4.28004
C 2.57856 3.78106 4.40968
C 1.86832 4.50269 3.46881
F 1.81237 5.84800 3.58084
C 1.21054 3.89462 2.41667
C -2.33556 1.59184 -0.32564
H -0.38391 -0.99009 -1.58031
H 1.92722 0.78641 -1.62252
H 1.87805 -0.49161 -2.84272
H 3.10198 -0.93520 -0.53364
H 1.46576 -1.21441 0.07849
H 2.66135 -3.29164 -0.64123
H 2.71003 -2.67200 -2.29862
H 0.42103 -3.76126 0.45521
H -1.85265 -4.64850 -0.01066
H -1.58963 -3.73480 -3.97266
H 0.71945 -2.84008 -3.71961
H -2.47578 1.68601 -2.47153
H -2.22802 -0.99159 -2.55256
H -3.75758 -0.23542 -2.16623
H -2.66778 -2.14489 -0.55270
H -3.72894 -0.87252 0.03791
H -0.74556 0.65632 2.48664
H -1.40644 2.25683 2.07657
H 0.41899 2.48445 0.32617
H 1.06769 0.93120 0.87400
H 2.01310 0.70141 3.14177
H 3.17338 1.81829 5.00203
H 3.07912 4.29267 5.21601
H 0.67380 4.49926 1.70199
H -3.41760 1.63172 -0.14478
H -1.93393 2.60396 -0.26284
```

Results
lowest unoccupied orbital energy	0.70	eV
energy relative to the best compared isomer or geometry (same formula, charge and spin)	4.1	kcal/mol
F_max	0.57	eV/Å
multiplicity	1

Löwdin population analysis, charges in e, atoms 1 to 8: 0.057, -0.471, 0.102, -0.159, -0.166, -0.148, -0.239, -0.021

The following is a DFT calculation (ωB97M-V/def2-TZVPD) of a single C6H10 molecule.

```
16
Properties=species:S:1:pos:R:3
C 3.22166 0.28266 -0.49139
C 1.90958 0.56100 0.14125
C 0.68981 -0.08230 -0.36024
C -0.54665 -0.17928 0.25842
C -1.77793 -0.41480 -0.34239
C -2.99362 -0.14131 0.43171
H 3.57532 0.76459 -1.39650
H 3.76989 -0.64217 -0.33596
H 2.29451 -0.30005 0.75619
H 1.58930 1.37632 0.79946
H 0.74409 -0.69185 -1.25921
H -0.67375 0.18094 1.28457
H -1.77020 -0.51398 -1.41991
H -2.92564 -0.47739 1.47297
H -3.27083 0.92696 0.48803
H -3.83555 -0.64934 -0.02700
```

Results
lowest unoccupied orbital energy	-1.27	eV
energy relative to the best compared isomer or geometry (same formula, charge and spin)	144.3	kcal/mol
F_max	3.24	eV/Å
multiplicity	1

Löwdin population analysis, charges in e, atoms 1 to 8: -0.073, -0.323, -0.061, -0.137, -0.119, -0.124, 0.016, 0.010

Repeat the third record exactly.
The following is a DFT calculation (ωB97M-V/def2-TZVPD) of a single C22H26FN3O2 molecule.

```
54
Properties=species:S:1:pos:R:3
O 0.02823 2.08585 -2.12237
C -0.54311 1.03248 -1.91210
N 0.10725 -0.13633 -1.78768
C 1.55204 -0.21958 -1.83118
C 2.09034 -1.22983 -0.81761
C 2.14046 -2.66331 -1.36678
C 0.76836 -3.22174 -1.59981
C 0.02346 -3.74337 -0.54660
C -1.24738 -4.22976 -0.80384
N -1.80640 -4.21671 -2.00401
C -1.09962 -3.72415 -3.00728
C 0.18396 -3.22232 -2.86319
C -2.06386 1.00525 -1.72123
C -2.73258 -0.36579 -1.81397
C -2.76679 -1.06501 -0.44444
C -1.71428 -0.57564 0.53484
O -1.01288 -1.32589 1.19045
N -1.68027 0.76866 0.66504
C -0.86598 1.38976 1.68540
C 0.52257 1.82156 1.18636
C 1.26262 2.51301 2.29181
C 1.97204 1.77651 3.23360
C 2.62446 2.40361 4.28004
C 2.57856 3.78106 4.40968
C 1.86832 4.50269 3.46881
F 1.81237 5.84800 3.58084
C 1.21054 3.89462 2.41667
C -2.33556 1.59184 -0.32564
H -0.38391 -0.99009 -1.58031
H 1.92722 0.78641 -1.62252
H 1.87805 -0.49161 -2.84272
H 3.10198 -0.93520 -0.53364
H 1.46576 -1.21441 0.07849
H 2.66135 -3.29164 -0.64123
H 2.71003 -2.67200 -2.29862
H 0.42103 -3.76126 0.45521
H -1.85265 -4.64850 -0.01066
H -1.58963 -3.73480 -3.97266
H 0.71945 -2.84008 -3.71961
H -2.47578 1.68601 -2.47153
H -2.22802 -0.99159 -2.55256
H -3.75758 -0.23542 -2.16623
H -2.66778 -2.14489 -0.55270
H -3.72894 -0.87252 0.03791
H -0.74556 0.65632 2.48664
H -1.40644 2.25683 2.07657
H 0.41899 2.48445 0.32617
H 1.06769 0.93120 0.87400
H 2.01310 0.70141 3.14177
H 3.17338 1.81829 5.00203
H 3.07912 4.29267 5.21601
H 0.67380 4.49926 1.70199
H -3.41760 1.63172 -0.14478
H -1.93393 2.60396 -0.26284
```

Results
lowest unoccupied orbital energy	0.70	eV
energy relative to the best compared isomer or geometry (same formula, charge and spin)	4.1	kcal/mol
F_max	0.57	eV/Å
multiplicity	1

Löwdin population analysis, charges in e, atoms 1 to 8: 0.057, -0.471, 0.102, -0.159, -0.166, -0.148, -0.239, -0.021

Which formula does entry 4 have?
C6H10